1.
19
Properties=species:S:1:pos:R:3:forces:R:3:nbo_charge:R:1 method="wB97M-V/def2-TZVPD" homo_ev=-13.96 homo_lumo_gap_ev=10.3 energy_ha=-458.9098 multiplicity=1 charge=+1
O -0.036526 0.931947 0.615684 -4.89 -2.44 -2.87 -0.78
H 0.702474 0.872947 0.057684 2.24 -0.16 -3.25 0.54
H 0.458474 1.215947 1.296684 2.31 2.24 5.82 0.53
H -0.561526 -0.018053 0.663684 0.55 0.09 0.30 0.56
O 0.109474 -1.596053 -2.093316 0.90 -2.99 -1.09 -0.98
H 0.011474 -0.718053 -2.384316 -0.22 1.60 -1.16 0.48
H 0.344474 -2.179053 -2.911316 -0.76 1.66 2.23 0.53
O -3.729526 -1.595053 -0.505316 -4.19 -1.13 -2.60 -0.93
H -3.007526 -1.268053 -0.104316 3.78 1.35 2.32 0.46
H -3.833526 -2.514053 -0.277316 0.08 -0.30 0.19 0.47
O 1.472474 2.608947 2.423684 4.12 -0.23 -1.84 -0.93
H 2.352474 2.258947 2.785684 -1.38 1.05 -1.06 0.49
H 0.930474 2.231947 3.037684 -2.92 -1.10 3.02 0.46
O 2.155474 1.630947 -0.890316 -1.63 0.24 3.22 -0.95
H 2.947474 2.112947 -0.907316 1.79 1.49 0.84 0.50
H 2.192474 1.288947 -1.719316 -0.35 -1.98 -4.05 0.47
O -1.091526 -1.468053 0.384684 1.84 -1.56 3.06 -0.99
H -0.716526 -2.279053 1.043684 -1.37 3.33 -3.10 0.55
H -0.700526 -1.518053 -0.516316 0.10 -1.17 0.01 0.53

=====

2.
20
Properties=species:S:1:pos:R:3:forces:R:3:nbo_charge:R:1 method="wB97M-V/def2-TZVPD" homo_ev=-6.51 homo_lumo_gap_ev=10.0 energy_ha=-534.4624 multiplicity=1 charge=-1
O 22.327000 48.697000 26.957000 0.31 0.29 -0.42 -1.22
H 22.017000 47.863000 27.292000 0.03 -0.57 0.52 0.48
O 20.880000 50.922000 26.859000 -0.84 -0.82 -1.73 -1.02
H 21.436000 50.041000 26.885000 -1.65 1.96 -0.31 0.51
H 20.345000 51.011000 25.980000 1.99 -0.77 2.39 0.47
O 24.332000 50.528000 26.930000 0.11 -3.71 -2.97 -1.01
H 23.506000 49.735000 26.819000 3.54 3.00 0.69 0.51
H 25.108000 50.228000 26.242000 -3.17 0.90 2.59 0.45
O 24.038000 47.156000 25.459000 -2.77 0.83 0.89 -1.00
H 23.516000 47.852000 26.071000 1.51 -1.85 -1.49 0.50
H 23.241000 46.663000 25.103000 1.44 0.75 0.43 0.46
O 20.359000 47.352000 25.705000 3.59 0.61 -1.95 -1.02
H 21.065000 48.000000 26.071000 -2.26 -0.92 -0.32 0.51
H 19.581000 47.168000 26.150000 -1.81 0.21 1.89 0.47
O 22.145000 49.799000 24.327000 -2.53 -1.38 5.68 -1.01
H 22.367000 49.327000 25.340000 -0.63 1.80 -4.40 0.50
H 22.863000 49.749000 23.778000 3.04 -0.48 -1.64 0.45
O 23.711000 48.308000 29.501000 0.82 0.82 -4.18 -0.96
H 22.940000 48.125000 29.952000 -2.47 -0.67 2.09 0.44
H 23.270000 48.476000 28.560000 1.75 -0.01 2.24 0.50

=====

3.
20
Properties=species:S:1:pos:R:3:forces:R:3:nbo_charge:R:1 method="wB97M-V/def2-TZVPD" homo_ev=-14.31 homo_lumo_gap_ev=11.3 energy_ha=-439.1258 multiplicity=1 charge=+1
N -0.470928 0.345722 0.530833 -1.72 0.44 0.10 -0.90
H 0.051348 -0.420557 0.112963 0.68 0.45 -0.17 0.46
H -0.550394 0.105186 1.531936 0.39 -0.01 -0.17 0.46
H -0.152279 1.331575 0.432358 0.57 -0.48 0.06 0.47
H -1.426379 0.329580 0.146211 0.19 -0.28 0.00 0.44
H 0.178069 -1.517374 3.379911 0.14 -0.01 -0.19 0.50
H -0.774575 -1.954623 2.272514 0.21 -0.16 0.17 0.48
O 0.038671 -1.452169 2.423833 -0.53 -0.10 0.36 -0.95
H 0.337824 3.408986 1.761728 -0.15 -0.25 0.14 0.50
H 0.356293 3.733588 0.301010 -0.20 -0.15 -0.17 0.50
O 0.014965 3.070419 0.916547 0.37 0.41 -0.06 -0.97
H 1.347588 0.688548 -4.151409 0.26 0.07 -0.01 0.47
H 0.841096 -0.718908 -4.180909 0.27 -0.15 0.04 0.47
O 1.594907 -0.199528 -3.869727 -0.55 0.08 0.01 -0.94
H -3.430325 -1.635493 -1.246449 0.20 0.60 -0.26 0.49
H -2.868050 -2.237690 -0.051482 0.37 0.23 0.24 0.48
O -2.742727 -1.442721 -0.591542 -0.47 -0.74 0.09 -0.97
H 2.575944 -1.217173 -0.217242 0.28 0.17 -0.17 0.49
H 2.659744 0.315350 0.059033 0.32 -0.15 -0.29 0.48
O 2.419208 -0.532717 0.439883 -0.62 0.00 0.29 -0.96

=====

4.
21
Properties=species:S:1:pos:R:3:forces:R:3:nbo_charge:R:1 method="wB97M-V/def2-TZVPD" homo_ev=-9.73 homo_lumo_gap_ev=9.8 smiles=O.O.O.O.O.O.S energy_ha=-857.9960 multiplicity=1 charge=0
O -0.782114 2.908431 0.698963 0.61 -0.57 -0.17 -0.97
H -0.666142 3.634585 0.074041 0.19 -0.17 0.14 0.47
H 0.045987 2.370401 0.671154 -0.76 0.66 -0.10 0.50
O -1.150827 -1.319343 -2.315806 0.31 0.75 -0.29 -0.95
H -1.579513 -0.512767 -1.996993 -0.45 -0.41 0.38 0.48
H -0.262989 -0.951788 -2.430213 0.17 -0.43 -0.22 0.47
O -1.882479 0.194784 0.139733 -1.62 0.45 -0.36 -0.96
H -2.757305 -0.164412 0.358434 0.43 -0.34 0.14 0.48
H -2.133020 1.109381 -0.072957 0.60 0.15 0.24 0.50
O 0.072952 2.167959 -4.870320 -0.28 -0.12 -0.08 -0.94
H -0.234773 1.699364 -4.083835 0.31 0.23 -0.14 0.47
H 0.882957 2.633176 -4.645764 -0.02 -0.11 0.23 0.47
O 0.748410 0.010586 0.404947 0.41 0.55 0.16 -1.03
H 0.806171 -0.800709 -0.149748 -0.41 0.62 0.41 0.49
H -0.178664 0.224176 0.610751 0.47 -0.82 -0.35 0.49
O 0.870445 -2.402264 -0.789516 0.21 -0.43 0.21 -0.95
H 0.787798 -2.758159 0.104588 0.08 -0.07 -0.16 0.48
H 0.006777 -2.534555 -1.199638 -0.22 0.05 -0.02 0.50
S 2.052372 -2.176730 6.789177 0.63 -0.05 -0.79 -0.30
H 2.850910 -2.408208 5.671971 -0.65 0.43 1.05 0.16
H 2.503048 -0.923908 7.031030 0.01 -0.38 -0.27 0.15

=====

Calculated values (eV) of LUMO energy for the records, taken in order: -3.618 3.457 -3.055 0.044.
Calculated values (kJ/mol) of relative energy (zero: lowest compared OMol25 entry of this formula, charge and spin) for the records, taken in order: 285.05 275.87 115.71 113.03.